1.
{
  "formula": "C17H21IrN5O4",
  "method": "the ωB97M-V functional and the def2-TZVPD basis",
  "symbols": ["Ir", "C", "N", "C", "C", "C", "C", "C", "N", "C", "C", "C", "C", "C", "C", "H", "H", "H", "H", "H", "H", "H", "H", "H", "H", "H", "C", "O", "H", "H", "H", "C", "N", "C", "C", "O", "N", "C", "N", "H", "H", "H", "H", "H", "H", "H", "O", "O"],
  "positions_angstrom": [[-0.085, -0.531, 0.064], [-3.136, 0.040, -0.497], [-1.868, -0.502, -0.943], [-1.761, -0.960, -2.167], [-0.511, -1.427, -2.580], [-0.026, -2.093, -3.730], [1.296, -2.377, -3.482], [1.593, -1.863, -2.192], [0.525, -1.289, -1.664], [-3.209, 1.551, -0.666], [-2.353, 2.383, 0.051], [-2.488, 3.757, -0.025], [-3.480, 4.315, -0.816], [-4.325, 3.492, -1.547], [-4.181, 2.115, -1.483], [-3.262, -0.201, 0.562], [-3.951, -0.416, -1.068], [-2.622, -0.991, -2.828], [-0.590, -2.337, -4.609], [1.987, -2.886, -4.128], [2.535, -1.905, -1.673], [-1.592, 1.958, 0.687], [-1.822, 4.387, 0.545], [-3.598, 5.388, -0.863], [-5.099, 3.925, -2.164], [-4.849, 1.485, -2.053], [-0.736, -3.310, 1.615], [0.247, -2.640, 0.925], [-0.449, -4.368, 1.710], [-1.702, -3.280, 1.091], [-0.892, -2.903, 2.626], [4.843, -0.006, 2.810], [3.729, 0.174, 1.909], [3.488, 1.435, 1.234], [2.210, 1.137, 0.471], [1.543, 1.851, -0.243], [1.870, -0.159, 0.746], [2.743, -0.682, 1.628], [2.585, -1.910, 2.077], [5.642, 0.664, 2.499], [5.217, -1.028, 2.762], [4.572, 0.234, 3.841], [4.314, 1.703, 0.569], [3.326, 2.252, 1.942], [1.741, -2.401, 1.733], [3.162, -2.304, 2.799], [-0.650, 0.124, 1.759], [0.067, 0.398, 2.763]],
  "forces_ev_per_angstrom": [[0.7, -1.4, -0.7], [-0.5, 0.5, 0.2], [1.4, -0.4, 0.9], [0.1, -0.3, -0.7], [-0.2, 0.2, 0.2], [0.5, -0.3, -0.2], [-0.6, 0.0, -0.5], [0.0, 0.3, 0.5], [-0.3, -0.1, -0.4], [0.1, -0.1, 0.1], [-0.1, -0.1, -0.1], [0.1, 0.0, 0.0], [-0.1, -0.1, -0.1], [0.1, 0.2, 0.0], [0.0, -0.1, 0.1], [0.0, -0.1, -0.1], [0.1, -0.1, 0.1], [0.0, 0.0, 0.1], [-0.1, 0.0, -0.1], [0.1, 0.0, 0.0], [0.1, 0.0, 0.1], [0.0, 0.0, 0.0], [0.0, 0.1, 0.0], [0.0, 0.1, 0.0], [0.0, 0.0, 0.0], [-0.1, -0.1, 0.0], [-0.6, -0.3, 0.5], [0.8, 1.2, -0.9], [-0.1, 0.1, 0.0], [0.0, -0.1, 0.0], [-0.1, -0.1, 0.0], [0.0, -0.1, 0.2], [0.0, 0.1, 0.0], [0.0, 0.3, -0.1], [0.1, 0.2, -0.1], [0.3, 0.2, 0.2], [-0.8, -0.1, -0.3], [0.1, -0.3, 0.1], [0.3, 0.2, 0.1], [0.0, -0.1, 0.0], [0.0, 0.0, 0.0], [0.0, 0.0, 0.0], [-0.1, 0.0, 0.0], [0.0, 0.0, -0.1], [-0.4, -0.1, -0.1], [0.1, 0.1, 0.0], [0.0, 0.8, 2.2], [-0.8, -0.2, -0.8]],
  "e_homo_ev": [-11.2, -11.3],
  "total_charge": 1,
  "spin_multiplicity": 5,
  "de_lowest_kcal_mol": 39.5,
  "s_squared": 6.063,
  "e_tot_ev": -36437.9416,
  "orbital_gap_ev": [7.9, 5.3],
  "fmax_ha_per_bohr": 0.0458
}


2.
{
  "formula": "C17H21N3O2S2",
  "method": "the ωB97M-V functional and the def2-TZVPD basis",
  "symbols": ["C", "C", "C", "C", "C", "C", "C", "H", "N", "C", "N", "H", "C", "H", "H", "C", "C", "C", "C", "C", "C", "C", "H", "H", "S", "O", "O", "N", "H", "H", "H", "H", "H", "H", "S", "H", "H", "C", "H", "H", "H", "H", "H", "H", "H"],
  "positions_angstrom": [[-1.252, -1.769, -2.062], [-0.115, -2.031, -1.124], [-0.257, -2.971, -0.113], [0.786, -3.259, 0.757], [1.976, -2.558, 0.630], [2.127, -1.586, -0.354], [1.088, -1.350, -1.251], [1.227, -0.664, -2.074], [3.333, -0.867, -0.408], [3.492, 0.486, -0.403], [2.412, 1.252, -0.663], [1.518, 0.774, -0.671], [2.339, 2.650, -0.328], [1.843, 3.179, -1.147], [3.360, 3.022, -0.221], [1.551, 2.864, 0.982], [0.189, 2.249, 0.846], [-0.031, 0.931, 1.238], [-1.249, 0.317, 0.997], [-2.246, 1.030, 0.366], [-2.064, 2.347, -0.006], [-0.842, 2.952, 0.228], [-0.682, 3.977, -0.071], [-2.874, 2.876, -0.480], [-3.817, 0.260, 0.040], [-3.683, -1.166, 0.153], [-4.844, 0.926, 0.783], [-4.044, 0.652, -1.585], [-3.945, -0.154, -2.181], [-4.933, 1.103, -1.729], [-1.431, -0.708, 1.278], [0.754, 0.380, 1.736], [2.100, 2.398, 1.801], [1.477, 3.934, 1.173], [4.996, 1.109, -0.112], [4.160, -1.361, -0.099], [2.794, -2.754, 1.309], [0.625, -4.309, 1.812], [1.336, -4.164, 2.622], [0.799, -5.296, 1.381], [-0.384, -4.295, 2.217], [-1.200, -3.487, -0.006], [-2.188, -1.769, -1.507], [-1.303, -2.556, -2.815], [-1.132, -0.815, -2.570]],
  "forces_ev_per_angstrom": [[0.0, 0.0, -0.1], [0.0, 0.0, 0.1], [0.1, 0.1, -0.1], [0.0, 0.0, -0.1], [0.0, 0.1, -0.1], [-0.4, -0.1, 0.0], [0.1, -0.1, 0.0], [0.0, 0.1, -0.1], [0.1, -0.3, -0.1], [0.0, 0.2, -0.1], [-0.2, -0.6, 0.1], [0.1, 0.0, -0.1], [0.1, 0.4, 0.1], [0.1, 0.0, 0.1], [-0.2, 0.0, -0.1], [0.1, -0.1, -0.3], [0.0, -0.1, 0.2], [-0.1, 0.2, 0.1], [-0.1, -0.2, 0.0], [-0.4, -0.3, 0.0], [0.1, 0.2, 0.0], [-0.2, -0.1, 0.0], [0.0, 0.1, 0.0], [0.0, 0.2, -0.1], [-0.2, 0.0, -0.6], [0.3, 0.1, 0.0], [0.1, 0.3, -0.1], [0.2, -0.1, 0.8], [0.1, -0.2, 0.0], [-0.2, 0.1, 0.1], [0.1, -0.1, 0.1], [0.1, -0.1, 0.0], [0.0, 0.0, 0.0], [0.0, 0.0, 0.0], [0.7, 0.2, 0.2], [-0.1, 0.2, -0.1], [0.1, 0.0, 0.1], [0.0, 0.0, 0.0], [0.0, 0.0, 0.1], [0.0, -0.1, 0.0], [0.0, 0.0, 0.1], [-0.2, -0.1, 0.0], [0.0, 0.0, -0.1], [0.0, 0.0, -0.1], [0.0, 0.1, -0.1]],
  "e_homo_ev": -8.2,
  "spin_multiplicity": 1,
  "de_lowest_kcal_mol": 6.5,
  "e_tot_ev": -48206.5755,
  "orbital_gap_ev": 8.6,
  "fmax_ha_per_bohr": 0.0163
}


3.
{
  "formula": "C17H21N3O2W",
  "method": "the ωB97M-V functional and the def2-TZVPD basis",
  "symbols": ["C", "C", "H", "H", "H", "H", "H", "H", "C", "C", "C", "C", "H", "H", "H", "H", "N", "C", "C", "N", "C", "C", "C", "H", "H", "C", "H", "H", "W", "C", "H", "H", "H", "O", "C", "C", "C", "C", "O", "N", "H", "H", "H", "H"],
  "positions_angstrom": [[-4.175, -0.143, 0.521], [-4.485, 1.162, -0.283], [-3.886, -0.984, -0.111], [-5.144, -0.436, 0.951], [-3.479, -0.045, 1.361], [-4.115, 1.217, -1.311], [-5.571, 1.258, -0.379], [-4.137, 2.054, 0.229], [-0.103, -2.815, -0.223], [0.730, -3.913, -0.383], [1.852, -3.851, -1.223], [2.132, -2.668, -1.892], [-1.023, -2.782, 0.357], [0.479, -4.841, 0.141], [2.488, -4.725, -1.348], [2.957, -2.560, -2.608], [0.276, -1.600, -0.732], [1.376, -1.531, -1.577], [1.706, -0.188, -1.924], [0.902, 0.747, -1.298], [1.107, 2.087, -1.476], [2.976, 1.582, -2.928], [2.144, 2.504, -2.290], [0.395, 2.742, -0.979], [2.269, 3.574, -2.430], [2.730, 0.230, -2.770], [3.296, -0.552, -3.275], [3.787, 1.925, -3.559], [-0.527, 0.125, -0.024], [-1.937, 1.257, -0.877], [-1.995, 1.616, -1.912], [-2.358, 2.031, -0.221], [-2.539, 0.315, -0.828], [-1.387, 1.551, 2.880], [-0.284, 1.058, 2.909], [0.758, 1.091, 4.041], [1.987, 0.383, 3.516], [1.667, 0.029, 2.069], [2.374, -0.456, 1.196], [0.323, 0.407, 1.815], [0.989, 2.127, 4.332], [0.353, 0.571, 4.916], [2.895, 0.999, 3.573], [2.196, -0.552, 4.056]],
  "forces_ev_per_angstrom": [[-1.2, 0.4, -0.3], [-1.1, -0.3, 0.2], [0.1, -0.1, -0.1], [0.5, -0.2, 0.2], [0.1, 0.3, -0.1], [-0.3, -0.2, 0.2], [0.1, 0.0, 0.1], [-0.2, 0.0, 0.2], [1.1, 0.7, -0.3], [-0.5, -0.4, 0.2], [-0.5, 0.1, 0.2], [-0.2, 1.0, 0.0], [0.2, -0.4, 0.0], [0.1, 0.4, -0.3], [-0.2, 0.2, 0.0], [-0.4, -0.3, 0.5], [0.6, -1.6, -1.2], [-0.7, -1.6, 1.1], [0.0, 2.5, -0.3], [1.1, 0.4, -0.6], [0.3, -1.3, -0.5], [-0.3, 0.2, 0.0], [-0.1, 0.5, 0.1], [0.3, 0.0, -0.1], [0.1, -0.2, 0.0], [-0.4, -0.8, 0.4], [0.1, 0.5, 0.0], [-0.1, 0.0, 0.0], [0.4, 0.1, 2.6], [0.7, 0.4, -1.0], [0.4, 0.0, 0.2], [0.2, -0.4, 0.1], [-0.1, 0.2, -0.1], [0.6, -0.7, -0.5], [0.4, 0.7, 0.8], [-0.6, 0.1, 0.3], [0.5, -0.5, -0.4], [0.7, 0.1, -0.6], [-0.9, 0.5, 1.1], [-0.4, -0.1, -1.4], [-0.4, -0.3, -0.1], [-0.1, 0.3, -0.1], [-0.2, -0.3, -0.2], [0.0, 0.2, -0.2]],
  "e_homo_ev": [-15.1, -16.1],
  "total_charge": 2,
  "spin_multiplicity": 3,
  "de_lowest_kcal_mol": 4.7,
  "s_squared": 2.022,
  "e_tot_ev": -28343.4612,
  "orbital_gap_ev": [6.8, 7.5],
  "fmax_ha_per_bohr": 0.0513
}


4.
{
  "formula": "C17H21N3O5S2",
  "method": "the ωB97M-V functional and the def2-TZVPD basis",
  "symbols": ["O", "O", "O", "O", "O", "C", "C", "C", "C", "C", "C", "C", "C", "C", "C", "C", "C", "N", "N", "N", "C", "C", "C", "C", "C", "S", "S", "H", "H", "H", "H", "H", "H", "H", "H", "H", "H", "H", "H", "H", "H", "H", "H", "H", "H", "H", "H", "H"],
  "positions_angstrom": [[-0.485, -4.840, -3.743], [1.946, -5.336, -3.461], [3.687, 0.869, 2.815], [1.937, 0.396, 4.521], [-2.463, 4.238, -0.266], [-0.297, 3.305, -0.710], [2.247, -2.057, -0.298], [0.138, -1.197, -1.064], [0.665, 2.324, -0.490], [-1.772, 2.251, 0.903], [2.138, -3.130, -1.179], [-0.013, -2.304, -1.881], [-1.529, 3.281, -0.030], [1.301, -1.034, -0.289], [0.448, 1.301, 0.489], [-0.793, 1.266, 1.179], [0.969, -3.285, -1.920], [0.401, -5.898, -1.777], [2.866, -0.821, 3.250], [1.347, -0.329, 2.011], [1.451, 0.163, 0.665], [-4.298, 4.494, -1.742], [-2.752, 4.406, -1.675], [-1.020, 0.337, 2.322], [0.010, -0.804, 2.483], [0.722, -4.776, -2.910], [2.229, 0.636, 3.121], [-0.090, 4.141, -1.395], [3.028, -2.048, 0.417], [-0.636, -0.444, -1.086], [1.566, 2.407, -1.119], [-2.698, 2.316, 1.477], [2.936, -3.866, -1.182], [-0.912, -2.427, -2.436], [1.046, -6.643, -1.995], [-0.530, -6.211, -1.977], [3.769, -0.719, 2.871], [2.918, -0.922, 4.254], [2.474, 0.551, 0.511], [-4.701, 5.297, -1.131], [-4.700, 3.569, -1.334], [-4.620, 4.676, -2.785], [-2.268, 5.333, -2.024], [-2.404, 3.592, -2.302], [-1.052, 0.918, 3.265], [-2.000, -0.150, 2.207], [0.082, -1.110, 3.517], [-0.289, -1.713, 1.925]],
  "forces_ev_per_angstrom": [[1.3, 2.0, 0.8], [0.1, 2.0, 0.0], [-0.4, 7.4, -1.5], [-4.0, 5.6, 3.4], [0.1, -0.6, -0.5], [0.0, 0.1, 0.1], [-0.8, 0.1, -0.8], [0.8, 0.2, -0.1], [-0.6, -0.2, 0.5], [0.6, 0.6, -0.2], [0.0, -0.2, 0.6], [0.3, -0.4, 0.4], [0.9, -1.1, 0.4], [-1.2, 0.0, 0.0], [-0.5, 0.5, -1.6], [0.8, 1.4, -0.7], [0.1, 0.2, -0.8], [-0.1, -0.4, 1.3], [2.5, -8.2, 1.5], [-4.2, -1.0, -3.2], [-0.7, 0.7, -0.3], [0.8, 0.2, -0.6], [-1.5, 1.3, 0.4], [-0.6, -1.1, 0.8], [0.5, 1.0, -1.0], [-0.5, -2.5, -1.6], [4.8, -2.5, 1.7], [-0.1, -0.5, 0.3], [0.9, 0.2, 0.4], [0.0, 0.1, 0.2], [-0.3, -0.4, 0.7], [0.2, -0.3, -0.2], [-0.3, -0.1, -0.2], [-0.5, -0.1, -0.5], [0.2, -0.3, 0.3], [-0.6, -0.2, 0.3], [1.4, -1.7, -1.4], [0.0, -1.5, 0.6], [-0.3, 0.0, 0.1], [0.2, 0.2, 0.1], [-0.1, -0.1, -0.3], [0.0, -0.3, 0.5], [-0.2, -0.3, 0.1], [0.2, -0.3, 0.3], [0.0, -0.2, -0.4], [0.1, 0.3, 0.2], [0.2, 0.1, 0.2], [0.4, 0.5, -0.1]],
  "e_homo_ev": -8.0,
  "spin_multiplicity": 1,
  "de_lowest_kcal_mol": 218.5,
  "e_tot_ev": -54337.5560,
  "orbital_gap_ev": 5.8,
  "fmax_ha_per_bohr": 0.1695
}


5.
{
  "formula": "C17H21N5O2Pd",
  "method": "the ωB97M-V functional and the def2-TZVPD basis",
  "symbols": ["N", "C", "C", "H", "H", "H", "N", "C", "C", "H", "H", "H", "N", "C", "C", "H", "H", "H", "Pd", "C", "O", "C", "O", "C", "C", "C", "C", "C", "C", "H", "H", "H", "H", "H", "H", "C", "N", "C", "C", "N", "H", "H", "H", "H", "H", "H"],
  "positions_angstrom": [[0.215, -0.634, 3.706], [-0.105, -1.390, 4.523], [-0.471, -2.304, 5.580], [-0.332, -1.831, 6.554], [0.139, -3.217, 5.516], [-1.527, -2.585, 5.488], [0.256, -2.371, -2.886], [0.348, -3.104, -3.789], [0.614, -4.038, -4.881], [1.210, -4.901, -4.538], [1.211, -3.562, -5.678], [-0.317, -4.415, -5.322], [1.489, 3.417, 0.512], [1.726, 4.408, -0.043], [2.047, 5.660, -0.689], [1.365, 5.837, -1.529], [3.072, 5.626, -1.085], [1.944, 6.488, 0.018], [1.071, -0.784, -0.556], [0.507, 0.897, -1.421], [0.125, 1.785, -2.033], [-0.299, -1.625, 0.584], [-1.123, -2.192, 1.132], [2.513, -1.903, 0.897], [2.862, -0.658, 1.450], [3.193, 0.384, 0.622], [3.180, 0.201, -0.769], [3.219, -1.117, -1.280], [2.885, -2.179, -0.439], [2.067, -2.678, 1.505], [2.743, -0.531, 2.520], [3.352, 1.392, 0.998], [3.245, 1.045, -1.445], [3.436, -1.293, -2.325], [2.838, -3.189, -0.824], [-4.888, 0.695, -1.067], [-4.141, 1.323, 0.016], [-4.827, 2.252, 0.905], [-2.863, 1.083, 0.221], [-1.733, 0.958, 0.513], [-5.918, 1.065, -1.012], [-4.889, -0.403, -0.981], [-4.464, 0.940, -2.053], [-4.768, 1.886, 1.941], [-4.339, 3.236, 0.861], [-5.872, 2.326, 0.584]],
  "forces_ev_per_angstrom": [[0.4, 0.9, -1.4], [-0.6, -1.3, 2.0], [0.5, -0.3, -0.8], [-0.1, 0.2, 0.2], [-0.1, 0.3, 0.0], [-0.2, 0.1, 0.1], [0.3, -0.7, -0.8], [0.4, 0.9, 1.4], [0.1, -0.3, -0.5], [-0.4, 0.4, 0.2], [-0.4, 0.1, 0.4], [0.2, 0.2, 0.2], [-0.4, -1.6, 0.6], [0.6, 2.3, -0.9], [0.6, -0.6, 0.3], [-0.2, 0.1, -0.1], [-0.2, 0.0, 0.0], [-0.2, 0.1, 0.1], [0.9, -1.0, -0.9], [-2.4, 3.9, -2.7], [1.2, -2.4, 1.8], [-4.0, -2.1, 2.1], [2.2, 1.4, -1.3], [1.3, -0.6, 0.1], [-1.1, -1.3, 1.2], [-0.1, 1.8, -1.0], [1.4, -0.3, -0.4], [0.2, 0.7, -0.6], [-0.2, -0.8, 0.5], [0.3, -0.1, 0.1], [0.1, 0.2, -0.1], [0.0, -0.2, 0.2], [0.4, -0.1, 0.1], [0.0, 0.0, -0.1], [-0.1, 0.0, 0.0], [-0.7, -0.2, -0.5], [-0.6, 0.0, -0.3], [-0.5, 0.4, 0.3], [1.6, 0.0, 0.6], [-1.7, 0.1, -0.6], [0.4, -0.2, -0.1], [0.2, 0.2, 0.2], [0.1, 0.1, 0.3], [0.1, 0.0, -0.1], [0.0, -0.2, 0.0], [0.4, 0.0, 0.2]],
  "e_homo_ev": [-20.8, -20.9],
  "total_charge": 4,
  "spin_multiplicity": 5,
  "de_lowest_kcal_mol": 35.8,
  "s_squared": 6.040,
  "e_tot_ev": -32943.1014,
  "orbital_gap_ev": [8.5, 2.1],
  "fmax_ha_per_bohr": 0.1032
}